1.
Computed, not measured: a cluster of 6 separate species, C24H57BBrCl3IN4O23P6 in total in a non-equilibrium geometry, with ωB97M-V with the def2-TZVPD basis set.

The geometry in XYZ format:
```
120
Properties=species:S:1:pos:R:3:mulliken_charge:R:1
C 2.90822 -3.88444 2.01089 -0.4664
C 2.17374 -3.09010 1.48136 -0.2736
N 1.36748 -2.21173 0.81031 0.4145
B 2.20874 -1.16476 0.01542 0.4677
C 2.33710 -1.20653 -1.52456 -0.8151
O 2.87125 -0.27652 0.78487 -0.5140
C 0.05869 -2.18753 0.90023 0.1367
N -0.73504 -3.05146 1.55788 0.4931
P -0.81712 -4.81782 1.14000 0.1155
N 0.45714 -5.49469 1.97970 -0.3491
O -0.15122 -4.83856 -0.34387 -0.5234
C -2.03024 -2.33521 1.77467 -0.4105
Cl -3.32173 -2.96157 0.77444 0.0000
Br -2.45201 -2.56409 3.63977 0.0527
C -1.63588 -0.86147 1.39070 0.4173
O -0.88049 -0.41527 2.50926 -0.4156
C -2.63196 0.22555 1.04302 -0.8065
Cl -1.75413 1.58905 0.42043 -0.0685
C -3.95448 0.33872 1.25819 0.9692
C -4.90088 -0.66870 1.85698 -1.3537
Cl -4.74295 1.81366 0.84339 -0.1649
N -0.60930 -1.08434 0.33817 -0.2208
I -1.23990 -1.34923 -1.60586 0.2101
H 3.54856 -4.53639 2.56506 0.5403
H 2.08243 -0.23021 -1.95430 0.2394
H 3.39331 -1.37904 -1.76662 0.3562
H 1.74656 -1.98600 -2.01051 0.3233
H 2.99034 -0.51442 1.71548 0.2505
H 0.44692 -6.47916 1.72295 0.1902
H 0.36332 -5.38631 2.98575 0.2563
H -0.86276 -4.98873 -0.98510 0.3577
H -0.31321 0.30704 2.19396 0.6059
H -4.47193 -1.18241 2.71685 0.2558
H -5.23184 -1.38290 1.09811 0.3146
H -5.79507 -0.14522 2.19845 0.4592
C -0.17395 4.59769 -4.94853 -0.6845
O 0.48770 4.27121 -3.71192 -0.3238
P 1.71080 3.26531 -3.74109 1.1360
O 1.64493 2.24735 -4.79547 -0.6320
O 1.70798 2.71717 -2.25326 -0.4090
C 0.56660 1.95705 -1.85390 -0.7946
O 2.99884 4.16658 -3.73282 -0.3438
C 4.05977 3.92435 -4.67703 -0.6490
H -0.90368 3.82650 -5.18887 0.2561
H -0.67588 5.54787 -4.79191 0.2917
H 0.53529 4.69194 -5.76936 0.3406
H 0.32188 1.21682 -2.61670 0.3115
H -0.28502 2.61809 -1.69692 0.4371
H 0.81769 1.45767 -0.92109 0.1989
H 3.77603 4.29266 -5.66056 0.2790
H 4.29237 2.86368 -4.73628 0.3135
H 4.92150 4.47503 -4.31263 0.2395
C -4.05305 9.22627 -0.71541 -0.5985
O -4.06406 8.79002 0.65300 -0.2966
P -4.64575 7.35770 0.99888 0.9516
O -5.67515 6.86753 0.07663 -0.6624
O -5.05027 7.52239 2.51344 -0.3195
C -6.09771 8.45350 2.83083 -0.6762
O -3.37966 6.41568 1.13238 -0.3108
C -3.37607 5.15834 0.44641 -0.4575
H -5.02662 9.63262 -0.98109 0.2560
H -3.29412 9.99990 -0.79029 0.2393
H -3.80991 8.40750 -1.39119 0.2876
H -6.95240 8.30867 2.17020 0.3297
H -5.72590 9.47348 2.74552 0.2773
H -6.39178 8.25376 3.85662 0.2409
H -3.18959 5.30637 -0.61686 0.2741
H -4.32406 4.64383 0.57885 0.2401
H -2.57365 4.56852 0.88202 0.2125
C 4.35883 0.97595 5.07094 -0.6857
O 4.70204 -0.36575 4.68029 0.0166
P 6.00451 -1.01885 5.32791 0.7264
O 7.04343 -0.05928 5.70307 -0.6563
O 6.38738 -2.10274 4.24072 -0.2782
C 6.80673 -1.63110 2.95328 -0.5918
O 5.46033 -1.93581 6.48897 -0.2725
C 6.05895 -1.85465 7.79801 -0.6568
H 4.93444 1.69059 4.48633 0.2868
H 3.29696 1.09976 4.87327 0.1955
H 4.55280 1.14306 6.12889 0.3384
H 7.54744 -0.83825 3.05542 0.3360
H 5.94813 -1.26419 2.38960 0.1599
H 7.25118 -2.47726 2.43749 0.2465
H 5.72328 -0.95421 8.30801 0.2834
H 7.14388 -1.85183 7.72889 0.3293
H 5.72306 -2.73296 8.34099 0.2261
C -3.44033 3.84561 -9.06292 -0.4715
O -2.74934 3.03698 -10.02383 -0.3048
P -1.16168 3.07087 -10.05359 1.0328
O -0.57265 4.33302 -9.59307 -0.6583
O -0.85393 2.62255 -11.53247 -0.3431
C -1.27943 3.48387 -12.60014 -0.6632
O -0.70741 1.79056 -9.24715 -0.3336
C 0.31579 1.92570 -8.24724 -0.5331
H -3.53507 4.86413 -9.43416 0.2582
H -4.42542 3.40555 -8.93274 0.2422
H -2.91709 3.86153 -8.10724 0.1680
H -0.99422 4.51601 -12.39694 0.3167
H -2.35846 3.41077 -12.72871 0.2783
H -0.77764 3.13758 -13.49841 0.2419
H -0.08513 2.40138 -7.35408 0.1638
H 1.15362 2.50912 -8.62216 0.3401
H 0.64891 0.92203 -8.00001 0.2610
C -0.03103 -11.47564 6.35528 -0.6152
O 0.29438 -10.43659 5.41211 -0.3377
P -0.27772 -8.98135 5.64780 0.8594
O -1.56370 -8.91431 6.34462 -0.6498
O -0.24311 -8.38967 4.17398 -0.1256
C -1.09350 -9.02642 3.20667 -0.6371
O 0.89988 -8.16578 6.31147 -0.2808
C 0.64646 -7.38443 7.49355 -0.6359
H -1.00670 -11.89379 6.11867 0.2645
H 0.73637 -12.23725 6.25478 0.2364
H -0.03975 -11.09531 7.37523 0.2994
H -2.09686 -9.17777 3.60436 0.3550
H -0.66995 -9.98140 2.89898 0.3238
H -1.15061 -8.36242 2.34678 0.1134
H 0.56564 -8.03368 8.36267 0.2789
H -0.26777 -6.80445 7.38878 0.3281
H 1.49926 -6.72179 7.60997 0.2254
```

**LUMO**: -4.4 eV
**Energy**: -9223.733475 a.u.
**Total charge**: +1
**Gap between HOMO and LUMO**: 7.52 eV
**Multiplicity**: 1

2.
Computed, not measured: a structure of composition C24H57GaN10SeSi, with ωB97M-V with the def2-TZVPD basis set.

The geometry in XYZ format:
```
94
Properties=species:S:1:pos:R:3:mulliken_charge:R:1
Ga -0.04450 -0.34650 -0.27375 -2.2449
C -3.62545 1.22288 2.13326 -1.2370
N -3.16981 0.87327 0.79484 0.2659
C -2.54951 1.96070 0.06899 -0.9395
C -3.10958 -0.39894 0.35042 0.3924
N -2.14056 -0.74338 -0.50215 0.3715
C -2.41656 -1.82352 -1.44502 -1.0096
C -1.23696 -2.77787 -1.46015 -0.9699
N 0.03685 -2.03027 -1.53255 1.1024
C 0.25455 -1.39150 -2.86176 -1.3086
C -0.34882 -0.00017 -3.00571 -0.9729
N -0.04045 0.85744 -1.85573 2.5658
C 0.01346 2.16823 -2.06496 -1.0891
N -0.38332 2.71136 -3.25178 0.5399
C -1.69151 2.47509 -3.84375 -0.9727
C 0.38214 3.77446 -3.89240 -1.1537
N 0.48976 3.02568 -1.14089 0.7936
C 1.30770 2.62568 -0.01482 -0.5520
C 0.01435 4.40383 -1.06144 -1.3018
C 1.18709 -2.92165 -1.18330 -1.4613
C 1.92372 -2.32929 0.00441 -0.5135
N 2.09969 -0.91280 -0.30211 0.1812
C 3.30873 -0.40048 -0.10307 0.3981
N 3.75333 0.63019 -0.86548 0.0930
C 3.35055 0.82641 -2.24287 -0.7362
C 4.68597 1.62882 -0.36548 -1.3456
N 4.16296 -0.87452 0.83603 0.3171
C 5.60037 -0.97342 0.62398 -1.1562
C 3.68493 -1.33449 2.12684 -0.8060
N -4.07886 -1.23983 0.78406 0.4605
C -3.88920 -2.66107 1.00863 -1.3076
C -5.44865 -0.79227 1.01412 -1.2469
H -2.87077 1.86338 2.59184 0.4026
H -3.71841 0.32711 2.74090 0.3239
H -4.57961 1.75167 2.11325 0.3135
H -1.55980 2.19196 0.47849 0.2844
H -2.45536 1.69419 -0.98057 0.0063
H -3.17596 2.84877 0.16409 0.5648
H -2.59269 -1.42442 -2.44680 0.2116
H -3.31448 -2.38487 -1.20042 0.7499
H -1.28781 -3.49268 -2.28708 0.3035
H -1.21611 -3.34192 -0.52560 0.4249
H -0.13194 -2.04567 -3.64890 0.2892
H 1.32976 -1.32069 -2.99448 0.4518
H -1.42509 -0.08027 -3.13919 0.0911
H 0.05225 0.44238 -3.92088 0.8395
H -2.27755 1.79323 -3.23603 0.2112
H -1.60715 2.06811 -4.85314 0.2961
H -2.23493 3.42142 -3.89992 0.3929
H 1.35338 3.87707 -3.41645 0.3058
H -0.13529 4.73528 -3.85477 0.3668
H 0.53700 3.51141 -4.93954 0.3971
H 1.80774 1.68661 -0.22845 -0.2028
H 0.71573 2.52183 0.89669 0.2857
H 2.06712 3.39023 0.15430 0.5493
H 0.78277 5.11389 -1.36916 0.3739
H -0.25061 4.61228 -0.02429 0.4304
H -0.87042 4.54089 -1.67624 0.4211
H 1.86091 -2.97491 -2.03781 0.3082
H 0.82010 -3.92981 -0.99490 0.4815
H 2.87147 -2.84953 0.14751 1.0087
H 1.33546 -2.47070 0.92282 -0.3404
H 2.70794 0.01172 -2.55225 -0.0218
H 4.23495 0.86066 -2.88222 0.5405
H 2.81005 1.77029 -2.36280 0.1947
H 4.74023 1.58661 0.71822 0.3940
H 4.32411 2.61724 -0.65471 0.4277
H 5.68650 1.50170 -0.78220 0.3885
H 5.83516 -0.84756 -0.42901 0.3365
H 5.92702 -1.96833 0.93015 0.3805
H 6.15526 -0.23838 1.20986 0.3829
H 2.64125 -1.06105 2.24250 -0.2654
H 4.25977 -0.84112 2.91322 0.4855
H 3.80551 -2.41431 2.24642 0.4007
H -2.83245 -2.90664 0.98372 0.1549
H -4.43246 -3.26312 0.27650 0.3466
H -4.27120 -2.91620 1.99664 0.4767
H -5.57904 0.22603 0.66270 0.3724
H -5.71601 -0.84570 2.07104 0.3768
H -6.12700 -1.43864 0.45484 0.3907
C 1.17557 -2.29853 4.12663 -1.1037
Si -0.37832 -1.30156 3.78659 0.5723
C -0.72941 -0.08249 5.16195 -1.1778
C -1.81718 -2.46728 3.49979 -0.7618
Se -0.05875 0.17915 2.03628 0.0590
H 1.02747 -2.90051 5.02344 0.5248
H 2.03228 -1.64797 4.30408 0.2412
H 1.41219 -2.97753 3.30519 0.2964
H -0.87822 -0.63060 6.09297 0.4268
H -1.62809 0.50419 4.96505 0.3051
H 0.10091 0.61042 5.30546 0.3530
H -2.00221 -3.06527 4.39183 0.5462
H -1.60931 -3.15121 2.67572 0.2386
H -2.72860 -1.91232 3.27076 0.0190
```

**LUMO**: -4.0 eV
**Energy**: -6111.592810 a.u.
**Relative energy (zero: lowest compared OMol25 entry of this formula, charge and spin)**: 77.2 kJ/mol
**Total charge**: +2
**Gap between HOMO and LUMO**: 9.31 eV
**Multiplicity**: 1